Here is 6 unconnected molecules or ions with the total composition C23H53BCl10N4O3 in a non-equilibrium geometry from the Open Molecules 2025 dataset. Energies are from the ωB97M-V functional and the def2-TZVPD basis.

XYZ file:
```
94
Properties=species:S:1:pos:R:3:forces:R:3
C 1.156522 1.278044 0.937767 -0.5595 0.4955 0.2581
C 0.706996 2.612084 0.304140 -0.2023 -0.9848 -0.3438
C -0.822325 2.628363 0.098741 0.4730 0.8697 -0.4721
N -1.220404 2.223162 -1.256050 0.1113 -0.6907 0.3048
C -2.079213 1.026144 -1.293476 -0.5120 0.5141 -0.2635
C -3.540490 1.453321 -0.995671 0.6609 -0.0045 0.5943
C -4.461918 0.339829 -0.432813 -1.0160 -0.3938 -0.7710
N -5.745758 0.432240 -1.164622 0.3676 0.4121 0.3118
N -3.845472 -0.981440 -0.548020 0.1329 -0.0145 0.2874
N -4.803202 0.500810 0.963048 -0.0583 -0.2854 0.2403
C -2.074287 0.286839 -2.667474 -0.1764 0.2192 0.0466
C -1.667372 1.176523 -3.847113 0.0690 0.5649 0.2917
C -0.186276 1.445320 -4.065832 0.4348 -0.2573 -0.3090
C 0.071626 2.387983 -5.240413 0.1945 -0.4413 0.0847
O -1.461623 -0.983207 -2.710923 0.0517 0.0700 0.2649
C -0.146480 -1.110883 -2.180574 -0.0651 -0.5442 -0.2929
B 0.019963 -2.175069 -1.015896 0.1066 0.0963 0.1689
O -1.016628 -2.654197 -0.238595 0.1969 0.4168 0.0876
O 1.299829 -2.694232 -0.849858 -0.4571 -0.1231 -0.2284
C 1.502526 -3.814622 -1.742407 0.6495 0.2733 0.2109
C 1.870359 -5.057153 -0.950807 -0.1551 -0.4595 -0.2718
H 2.149293 0.947752 0.646130 0.0760 0.0295 0.0392
H 0.421211 0.511042 0.684661 0.1948 -0.2012 -0.1939
H 1.095218 1.380779 2.024598 0.2222 -0.1540 0.0496
H 1.023178 3.464795 0.899446 0.1155 0.0120 0.0521
H 1.141604 2.683724 -0.693011 0.0935 0.2696 0.0226
H -1.137352 3.669800 0.213905 -0.2576 -0.1001 0.3418
H -1.296282 1.996981 0.853603 -0.2093 0.1363 0.1484
H -1.741381 2.987589 -1.665917 0.1515 -0.1108 -0.0341
H -1.792417 0.363181 -0.479765 0.2652 -0.2388 -0.2270
H -3.476972 2.222350 -0.221658 -0.1060 0.0960 -0.0375
H -3.954766 1.944272 -1.878261 -0.0971 -0.0626 -0.1054
H -5.576564 0.640297 -2.138653 -0.0913 -0.1850 -0.0663
H -6.262486 -0.432239 -1.071696 -0.0431 -0.0087 -0.0058
H -4.131566 -1.452775 -1.395684 0.2649 0.0855 -0.1310
H -4.133587 -1.567953 0.226842 -0.1173 0.1125 0.0388
H -3.991654 0.505431 1.566115 0.0006 0.1222 0.0233
H -5.403197 1.296428 1.119727 0.1727 0.1497 -0.0777
H -3.130357 0.071435 -2.838344 -0.0240 -0.2776 -0.1261
H -2.074532 0.763800 -4.772615 -0.0559 -0.1651 0.0312
H -2.173006 2.141181 -3.705453 -0.0711 0.0223 -0.0730
H 0.307006 0.496200 -4.293405 -0.0123 -0.0277 -0.0080
H 0.310340 1.834188 -3.179808 -0.2301 0.0367 0.1512
H -0.317155 3.388476 -5.056109 -0.1231 0.0335 -0.0951
H 1.145743 2.462459 -5.416802 0.0199 0.1466 0.0166
H -0.355755 1.963671 -6.150894 -0.1761 0.2320 -0.0645
H 0.475110 -1.516784 -2.992054 0.1211 0.1834 -0.0551
H 0.317230 -0.154587 -1.923709 -0.0522 0.0814 0.1354
H -1.083621 -2.198610 0.609453 -0.2473 -0.2651 -0.0437
H 2.317822 -3.538039 -2.414328 -0.1174 0.0221 0.0873
H 0.625032 -3.981649 -2.374053 -0.1029 -0.0688 0.0646
H 1.005559 -5.697312 -0.778419 -0.0972 0.1573 0.3085
H 2.586783 -5.671646 -1.494657 -0.0756 0.0653 -0.0118
H 2.341321 -4.790408 -0.008496 -0.0849 0.1071 0.0800
Cl -2.753555 -1.514518 3.130492 0.0522 0.0424 -0.0309
C -3.961607 -2.286908 4.193029 -0.0280 -0.0466 0.1189
C -4.712094 -3.393997 3.497966 -0.0172 -0.0822 0.0025
Cl -5.791599 -2.775665 2.223883 0.0273 -0.0219 0.0027
H -4.634999 -1.510851 4.546698 -0.0074 0.0361 -0.0802
H -3.416973 -2.692070 5.044016 0.0234 -0.0301 -0.0272
H -5.337297 -3.916790 4.219814 -0.0002 0.0371 0.0313
H -4.031843 -4.109754 3.043522 0.0188 0.0362 -0.0425
Cl 3.873323 3.306716 2.036415 0.0651 0.0637 -0.0136
C 4.308802 2.086536 3.259727 -0.0181 0.0351 -0.0065
C 3.404311 2.159949 4.462099 -0.0092 -0.0763 0.0223
Cl 3.654840 3.647905 5.412919 -0.0092 0.0063 0.0143
H 5.351680 2.237858 3.530139 -0.0083 0.0436 0.0058
H 4.209112 1.109981 2.796626 -0.0606 0.0617 -0.0359
H 3.608361 1.322131 5.127072 0.0143 -0.0119 -0.0081
H 2.357867 2.121627 4.170880 -0.0042 0.0607 -0.0185
Cl 4.299502 -4.948182 -3.183889 0.3838 -0.0803 -0.3289
C 5.845057 -4.402413 -2.487688 0.0824 0.1065 -0.0617
C 6.625468 -5.537911 -1.880142 0.0891 -0.0179 0.0189
Cl 5.834822 -6.185588 -0.418489 -0.0084 -0.0138 -0.0187
H 5.622451 -3.634452 -1.752858 -0.0495 -0.0084 0.0657
H 6.419525 -3.953881 -3.296593 0.0086 -0.0453 -0.0141
H 7.610917 -5.184677 -1.580933 -0.0240 0.0344 0.0238
H 6.747232 -6.357510 -2.583229 -0.0596 -0.0196 0.0034
Cl -2.808857 6.437140 1.000045 0.0212 -0.0014 -0.0003
C -3.973819 6.822244 -0.292340 -0.0400 0.0618 0.0148
C -4.334776 5.606634 -1.104753 -0.1379 -0.0761 0.0283
Cl -2.960520 5.025966 -2.080436 -0.0199 0.1489 -0.1107
H -3.537984 7.599924 -0.913894 0.0513 -0.0235 -0.0020
H -4.867150 7.216869 0.188480 -0.0127 -0.0368 0.0127
H -5.137614 5.848311 -1.798810 0.0300 0.0418 -0.0219
H -4.659803 4.785859 -0.469414 0.0590 -0.0212 0.0060
Cl 7.711264 -0.019567 4.594514 -0.0165 0.0342 -0.0152
C 6.261999 -0.685614 5.387763 0.0114 -0.0190 0.0609
C 5.676394 -1.843098 4.620601 -0.0267 -0.0779 0.0306
Cl 4.980145 -1.333608 3.058244 0.0400 -0.1865 0.0208
H 5.544663 0.123198 5.497393 -0.0002 0.0226 -0.0278
H 6.562746 -1.019387 6.379179 0.0198 -0.0289 -0.0115
H 4.871211 -2.297922 5.194889 -0.0272 0.0507 0.0081
H 6.426437 -2.601909 4.415199 0.0344 0.0336 -0.0501
```
Forces are in eV/Å.

structure (SMILES): CCCN[C@@H](CC(N)(N)N)[C@@H](CCC)OCB(O)OCC.ClCCCl.ClCCCl.ClCCCl.ClCCCl.ClCCCl
net charge: 0
E_LUMO: 0.40 eV
gap between HOMO and LUMO: 8.4 eV
max |F|: 1.335 eV Å⁻¹